(1)
Density functional theory data (ωB97M-V/def2-TZVPD) for a molecular structure, C48H63BiF4N9.

## Properties
- Total charge: -1
- F_max: 0.710 eV/Å

Structure (XYZ):
```
125
Properties=species:S:1:pos:R:3:forces:R:3:lowdin_charge:R:1
Bi -0.3966 -0.6266 -0.4457 0.43 0.50 0.03 1.673
N 0.8443 3.2837 -1.5242 -0.08 0.03 0.12 0.007
C -0.0827 3.7521 -2.5485 0.07 -0.18 0.02 -0.278
C -0.5896 2.6436 -3.4735 0.00 0.15 0.01 -0.240
N -1.4718 1.7276 -2.7744 0.03 -0.10 -0.01 -0.081
C -2.8268 2.1974 -2.5765 -0.02 -0.29 0.08 -0.229
C -3.7192 1.0767 -2.0327 -0.09 0.13 -0.10 -0.262
N -3.0959 0.3050 -0.9628 0.16 0.14 -0.07 -0.042
H 1.6736 2.8948 -1.9608 -0.05 -0.03 0.01 0.052
H 0.4013 2.5052 -1.0419 0.09 0.01 0.06 0.023
H 0.4139 4.5205 -3.1469 -0.05 0.03 0.02 0.102
H -0.9273 4.2231 -2.0371 0.02 0.09 -0.09 0.094
H 0.2769 2.0668 -3.8075 -0.04 0.05 -0.10 0.102
H -1.0689 3.0908 -4.3639 -0.02 -0.02 0.01 0.108
H -1.4971 0.8364 -3.2544 0.03 -0.01 0.05 0.050
H -3.2800 2.5516 -3.5207 -0.04 0.08 0.10 0.114
H -2.8183 3.0372 -1.8834 0.00 0.14 0.13 0.098
H -3.9319 0.3926 -2.8570 0.00 -0.07 0.07 0.091
H -4.6818 1.5216 -1.7340 0.08 -0.01 -0.06 0.104
H -3.6403 -0.5148 -0.7267 0.01 0.05 0.13 0.071
H -2.9257 0.8532 -0.1232 -0.16 0.00 0.07 0.028
C 1.8737 1.0163 3.4807 0.28 -0.15 -0.01 -0.141
N 2.2482 0.3678 2.2443 -0.02 0.01 0.12 -0.250
C 3.6434 0.5798 1.9225 -0.03 0.00 -0.06 -0.098
C 1.8606 -1.0369 2.2786 -0.05 -0.01 -0.32 -0.219
C 2.3635 -1.8567 1.0923 0.18 0.09 -0.07 -0.257
N 2.0593 -1.1946 -0.1600 -0.53 0.17 0.43 -0.126
C 2.6852 -1.5462 -1.2856 0.28 -0.24 -0.30 -0.224
C 2.5510 -0.7144 -2.4312 0.15 0.04 0.07 -0.185
F 1.8960 0.4694 -2.2843 -0.04 -0.07 0.03 -0.003
C 3.1172 -0.9881 -3.6483 0.18 -0.09 -0.02 -0.253
F 2.9577 -0.1058 -4.6600 0.07 0.13 0.03 0.054
C 3.8772 -2.1215 -3.8737 0.00 0.02 0.11 0.040
C 4.0892 -2.9229 -2.7689 -0.03 0.11 -0.17 -0.230
F 4.8685 -4.0155 -2.9007 0.00 -0.02 0.05 0.070
C 3.5527 -2.6491 -1.5307 0.07 0.09 0.12 -0.135
F 3.9401 -3.4739 -0.5215 -0.25 -0.06 0.04 0.048
H 2.4125 0.6142 4.3610 0.04 -0.06 -0.01 0.092
H 0.8053 0.8624 3.6358 0.14 0.10 0.00 0.045
H 2.0731 2.0870 3.4085 0.16 -0.34 0.19 0.057
H 4.3320 0.0228 2.5832 -0.02 0.02 0.04 0.087
H 3.8695 1.6436 2.0128 0.01 0.00 0.01 0.082
H 3.8223 0.2824 0.8900 0.06 -0.03 0.02 0.075
H 0.7661 -1.0700 2.2933 0.02 -0.03 0.16 0.070
H 2.2246 -1.5252 3.2038 -0.03 -0.01 -0.01 0.121
H 1.9019 -2.8518 1.1605 0.08 -0.03 0.10 0.102
H 3.4427 -1.9931 1.2086 0.00 -0.09 0.01 0.104
H 4.2987 -2.3492 -4.8393 -0.01 -0.01 -0.01 0.122
C -3.5411 3.7498 5.9195 0.12 -0.05 0.00 -0.041
C -2.4987 2.8140 6.4696 -0.05 -0.04 -0.05 -0.208
C -2.2768 2.7112 7.8333 0.08 -0.05 0.01 -0.055
C -1.3246 1.8430 8.3518 0.00 0.01 0.08 -0.098
C -0.5560 1.0849 7.4874 0.01 -0.02 -0.01 -0.083
C -0.7375 1.1875 6.1166 0.05 0.08 0.01 -0.040
C -1.7181 2.0317 5.5957 0.18 -0.14 0.21 -0.193
N -1.9195 2.2068 4.2296 -0.07 0.35 -0.11 0.149
C -1.7290 1.4135 3.0990 -0.18 0.33 -0.19 -0.369
N -1.4516 0.1066 3.3567 0.14 -0.47 0.14 0.121
C -1.8993 -1.1031 2.7118 -0.22 -0.21 -0.12 -0.215
C -1.7579 -1.4523 1.3601 0.17 0.19 0.35 -0.260
C -2.3777 -2.6356 0.9556 -0.19 0.15 -0.06 -0.188
C -3.0658 -3.4671 1.8196 -0.06 0.04 0.02 -0.099
C -3.0542 -3.1749 3.1713 -0.03 -0.07 0.01 -0.068
C -2.4763 -2.0055 3.6323 -0.04 0.03 0.10 -0.220
C -2.4668 -1.7435 5.1214 -0.10 -0.06 -0.09 -0.050
N -1.8506 1.9362 1.9355 0.15 -0.54 -0.36 0.156
C -1.9341 3.3332 1.8424 -0.11 0.13 0.09 -0.270
C -3.1410 3.9380 1.4902 -0.05 -0.03 -0.04 -0.042
C -3.2483 5.3170 1.3906 0.02 0.03 0.00 -0.107
C -2.1467 6.1133 1.6585 0.01 0.07 0.03 -0.106
C -0.9448 5.5194 2.0219 -0.12 -0.03 -0.02 -0.051
C -0.8117 4.1401 2.1164 0.04 0.03 -0.07 -0.209
C 0.4965 3.5264 2.5309 -0.35 0.25 -0.19 -0.051
H -4.1312 4.1879 6.7221 0.01 0.00 0.02 0.076
H -4.2163 3.2229 5.2419 -0.02 0.04 -0.02 0.087
H -3.0798 4.5696 5.3589 -0.07 0.02 -0.03 0.087
H -2.8567 3.3306 8.5074 -0.06 -0.02 -0.02 0.107
H -1.1792 1.7711 9.4215 0.01 0.01 0.00 0.097
H 0.2133 0.4264 7.8694 -0.01 -0.02 0.01 0.105
H -0.0765 0.6463 5.4512 -0.01 0.05 0.11 0.092
H -2.2848 3.1112 3.9756 0.04 0.04 0.00 0.111
H -1.4530 -0.0401 4.3528 -0.02 -0.04 -0.13 0.050
H -2.2725 -2.8999 -0.0936 0.02 -0.06 -0.01 0.052
H -3.5820 -4.3468 1.4554 0.11 -0.06 -0.02 0.096
H -3.4921 -3.8632 3.8859 -0.06 0.03 0.01 0.101
H -2.9198 -2.5814 5.6487 0.00 -0.02 0.00 0.076
H -3.0301 -0.8452 5.3934 0.05 0.01 0.04 0.085
H -1.4461 -1.6376 5.5032 -0.04 0.02 0.08 0.081
H -4.0081 3.3128 1.3125 0.05 -0.08 -0.06 0.107
H -4.1936 5.7657 1.1114 0.00 0.00 0.00 0.095
H -2.2217 7.1913 1.5920 0.01 0.00 -0.01 0.093
H -0.0852 6.1382 2.2517 0.02 0.01 -0.07 0.108
H 1.3149 4.2217 2.3550 0.05 0.08 0.02 0.087
H 0.7004 2.6187 1.9651 -0.08 0.00 -0.03 0.069
H 0.4848 3.2699 3.5948 -0.07 0.07 -0.13 0.072
C -1.2530 -5.6413 -0.1387 0.03 0.18 0.11 -0.073
C 0.0102 -4.7879 -0.3167 -0.01 -0.18 -0.04 -0.383
C 1.1969 -5.5172 0.3181 -0.07 0.12 -0.07 -0.080
C 0.1768 -4.4806 -1.7912 -0.01 0.11 0.10 -0.157
C 0.6949 -5.4591 -2.6197 0.05 -0.02 -0.08 -0.073
C 0.7445 -5.3000 -3.9946 0.00 -0.08 -0.07 -0.120
C 0.1915 -4.1520 -4.5344 0.07 -0.12 0.03 -0.078
C -0.3475 -3.1404 -3.7499 -0.03 0.06 0.05 -0.152
C -0.9467 -1.9694 -4.5112 0.01 0.22 0.35 -0.362
C -0.0211 -0.7513 -4.4435 -0.16 -0.29 -0.28 -0.071
C -2.3612 -1.6084 -4.0506 0.05 -0.06 -0.17 -0.087
C -0.3030 -3.2330 -2.3169 0.38 -0.26 -0.24 -0.305
N -0.7498 -2.2793 -1.4644 -0.60 -0.01 -0.38 -0.303
H -1.4245 -5.8654 0.9183 -0.05 -0.01 0.00 0.071
H -1.1499 -6.5823 -0.6841 0.02 -0.01 -0.01 0.076
H -2.1239 -5.1155 -0.5311 -0.06 -0.05 -0.02 0.070
H -0.1397 -3.8385 0.2015 0.03 -0.02 0.01 0.090
H 1.2483 -6.5549 -0.0205 0.04 -0.02 0.01 0.066
H 1.0941 -5.5288 1.4066 -0.01 -0.03 0.00 0.075
H 2.1361 -5.0314 0.0663 0.13 0.03 0.01 0.060
H 1.0641 -6.3850 -2.1908 0.01 0.03 0.07 0.100
H 1.1733 -6.0673 -4.6277 -0.01 0.01 -0.01 0.083
H 0.1786 -4.0344 -5.6147 -0.03 0.04 0.01 0.099
H -1.0203 -2.2724 -5.5615 0.05 -0.05 0.04 0.119
H 0.1182 -0.4592 -3.4054 0.01 0.10 -0.05 0.028
H -0.4333 0.0879 -5.0147 0.00 0.04 0.04 0.082
H 0.9568 -0.9897 -4.8620 -0.22 0.00 0.01 0.072
H -2.3421 -1.2632 -3.0201 -0.04 -0.04 0.10 0.025
H -3.0205 -2.4778 -4.1061 -0.01 0.00 0.02 0.083
H -2.7776 -0.8259 -4.6950 -0.01 0.02 0.00 0.072
```
Positions in Å, forces in eV/Å.



(2)
Density functional theory data (ωB97M-V/def2-TZVPD) for 2 unconnected molecules or ions with the total composition C26H30N3O at a distorted geometry.

## Properties
- Relative energy (zero: lowest compared OMol25 entry of this formula, charge and spin): 51.1 kJ/mol
- Total charge: +1
- F_max: 1.690 eV/Å

Structure (XYZ):
```
60
Properties=species:S:1:pos:R:3:forces:R:3:nbo_charge:R:1
C 2.0092 -1.1809 0.4822 -0.17 0.18 -0.05 -0.412
N 0.6981 -1.2149 1.1034 -0.17 -0.15 -0.27 -0.270
C -0.1310 -2.3457 0.7208 0.04 0.20 -0.07 -0.403
N 0.6977 -0.9476 2.4600 0.18 0.11 0.33 -0.485
C 0.1320 0.2200 2.9364 -0.44 0.20 -1.37 0.521
O -0.5450 0.9479 2.2307 0.76 -0.56 1.40 -0.563
H 1.8576 -1.2425 -0.6048 0.18 0.04 0.31 0.216
H 2.4963 -0.2259 0.7200 -0.10 -0.31 -0.09 0.222
H 2.6677 -2.0158 0.7937 -0.08 0.14 -0.02 0.143
H -0.1614 -2.3697 -0.3783 -0.10 -0.09 0.35 0.213
H 0.2605 -3.3156 1.0864 -0.07 0.10 -0.05 0.136
H -1.1477 -2.1999 1.1076 0.30 -0.07 -0.13 0.221
H 1.3404 -1.4580 3.0600 -0.05 0.07 -0.04 0.353
H 0.3822 0.3652 4.0120 -0.29 0.14 -0.33 0.114
C -4.0918 -5.1444 1.1242 0.17 -0.10 0.09 -0.201
C -3.7247 -6.4019 0.6262 0.04 0.08 0.19 -0.190
C -2.6733 -7.1029 1.2170 0.11 0.19 0.16 -0.200
C -1.9847 -6.5478 2.2999 -0.23 0.26 -0.06 -0.085
C -0.8791 -7.3458 2.9492 0.19 -0.23 -0.23 -0.234
N 0.1552 -6.4952 3.5810 0.93 0.61 -0.88 -0.300
C 0.4289 -6.6914 5.0216 -0.37 0.22 0.25 -0.247
C 1.8751 -7.0292 5.2818 0.40 -0.07 0.05 -0.087
C 2.5481 -6.4587 6.3665 -0.02 -0.11 -0.34 -0.159
C 3.9037 -6.7330 6.5598 -0.08 -0.16 -0.03 -0.212
C 4.5781 -7.5845 5.6776 -0.12 0.06 -0.02 -0.197
C 3.9050 -8.1493 4.5884 -0.20 0.03 0.16 -0.192
C 2.5489 -7.8832 4.4046 0.17 0.20 0.10 -0.213
C 0.9224 -5.7035 2.8298 -1.04 -1.04 0.45 0.246
C 1.8489 -4.7891 3.3573 0.91 0.72 0.00 -0.356
C 2.8670 -4.2245 2.6109 -0.83 -1.04 0.63 -0.008
C 3.8941 -3.3884 3.1790 0.80 0.72 0.39 -0.071
C 5.0573 -3.0771 2.4260 -0.55 -0.18 0.16 -0.154
C 6.0665 -2.2835 2.9584 -0.04 0.04 0.21 -0.214
C 5.9449 -1.7709 4.2598 -0.21 -0.26 -0.33 -0.141
C 4.8080 -2.0682 5.0221 -0.17 -0.13 -0.10 -0.213
C 3.7950 -2.8683 4.4964 0.20 -0.01 -0.30 -0.174
C -2.3496 -5.2943 2.7984 -0.16 -0.04 -0.22 -0.179
C -3.4024 -4.5870 2.2076 0.09 -0.26 -0.02 -0.198
H -4.9204 -4.6008 0.6691 0.26 -0.15 0.12 0.232
H -4.2581 -6.8437 -0.2177 0.15 0.20 0.27 0.232
H -2.3648 -8.0879 0.8580 -0.21 0.30 -0.04 0.218
H -1.2791 -7.9992 3.7370 0.15 0.19 -0.28 0.234
H -0.3879 -7.9868 2.1970 -0.18 0.14 0.28 0.224
H 0.1246 -5.7928 5.5843 0.09 -0.26 -0.17 0.227
H -0.2227 -7.5127 5.3480 0.15 0.30 -0.08 0.240
H 2.0005 -5.7845 7.0324 0.28 -0.21 -0.13 0.210
H 4.4248 -6.2800 7.4056 -0.10 -0.19 -0.29 0.230
H 5.6315 -7.8140 5.8387 -0.27 0.13 -0.05 0.232
H 4.4189 -8.8008 3.8788 -0.07 0.19 0.32 0.230
H 2.0160 -8.2983 3.5445 0.23 0.01 0.27 0.208
H 0.8135 -5.8022 1.7436 -0.15 0.04 0.34 0.233
H 1.7985 -4.5855 4.4283 0.04 -0.10 -0.42 0.232
H 2.9707 -4.5257 1.5639 -0.07 0.23 0.20 0.224
H 5.1418 -3.4931 1.4193 0.06 0.20 0.25 0.222
H 6.9525 -2.0624 2.3603 -0.29 -0.06 0.22 0.238
H 6.7345 -1.1442 4.6765 -0.24 -0.19 -0.13 0.237
H 4.7073 -1.6748 6.0357 0.06 -0.11 -0.34 0.234
H 2.9159 -3.0946 5.1046 0.34 0.17 -0.14 0.210
H -1.8089 -4.8753 3.6515 -0.24 -0.02 -0.28 0.198
H -3.6812 -3.6105 2.6102 0.03 -0.32 -0.20 0.228
```
Positions in Å, forces in eV/Å.



Number 1: total energy -80919.131 eV, frontier orbital gap 5.71 eV, LUMO energy 2.13 eV. Number 2: total energy -33958.906 eV, frontier orbital gap 6.44 eV, LUMO energy -4.81 eV.